(1)
C16H22IrNO7SSe2 | wB97M-V/def2-TZVPD

XYZ file:
```
50
Properties=species:S:1:pos:R:3:forces:R:3
Ir -0.414795 -0.225833 -0.191717 0.7 0.6 -0.5
O -1.553097 -1.862835 3.771054 0.1 0.0 0.1
C -1.226082 -3.170956 3.374875 0.0 0.0 0.0
C -1.322382 -3.499056 1.869871 0.0 0.0 -0.1
C -1.588402 -5.016303 1.854212 0.0 0.0 -0.2
O -1.414968 -5.648745 0.592940 0.0 0.0 0.0
C -0.008752 -3.242053 1.130304 0.0 -0.1 0.1
Se 0.837716 -1.505924 1.399576 0.1 -0.1 0.4
C -2.489079 -2.800173 1.158279 0.1 0.0 0.1
Se -2.439217 -0.855499 0.908193 -0.3 -0.3 -0.3
H -0.932517 -1.264725 3.327572 -0.1 0.0 -0.1
H -1.922977 -3.814294 3.921596 0.0 0.0 0.0
H -0.207505 -3.439237 3.692826 0.0 0.0 0.1
H -2.602828 -5.199401 2.231937 0.0 0.0 0.0
H -0.885124 -5.511093 2.530008 0.0 0.0 0.0
H -1.836965 -5.101901 -0.078082 0.0 0.0 0.0
H -0.135315 -3.321447 0.053678 0.0 -0.1 0.0
H 0.731662 -3.990723 1.425292 0.0 0.1 0.1
H -3.420185 -2.989013 1.697456 0.0 0.0 0.0
H -2.599317 -3.210565 0.151134 0.0 0.0 0.0
C 2.481890 1.059230 -6.033659 0.0 0.0 0.0
C 1.580902 1.223535 -4.834914 0.0 0.1 0.0
C 1.504391 2.485315 -4.188111 0.0 0.0 0.0
C 0.598795 2.697506 -3.131119 0.0 0.0 0.0
C -0.135406 1.672306 -2.629363 0.0 -0.1 -0.2
C 0.012482 0.249327 -3.127174 0.1 0.0 0.0
C 0.846275 0.183440 -4.366417 -0.1 0.0 0.0
S -1.473583 1.982290 -1.488667 -0.3 -0.1 -0.2
O -1.964669 3.310846 -1.733418 0.2 0.1 0.1
O -2.337629 0.841753 -1.743450 0.0 0.1 -0.1
N -1.014606 1.771765 0.032039 -0.4 0.2 0.4
C -0.032735 2.706680 0.555041 0.1 -0.3 -0.1
C 1.354926 2.118158 0.372861 0.4 -0.1 -0.1
O 2.363269 2.752937 0.633810 -0.2 0.0 0.0
O 1.378554 0.896683 -0.083802 0.2 0.1 0.0
H 2.660978 2.015872 -6.524978 0.0 0.0 0.0
H 2.042483 0.377729 -6.762520 0.0 0.0 0.0
H 3.451762 0.651365 -5.739061 0.0 0.0 0.0
H 2.096617 3.312068 -4.559123 0.0 0.0 0.0
H 0.446605 3.697539 -2.743130 0.0 0.0 0.0
H -0.984169 -0.162941 -3.306061 0.0 0.0 0.0
H 0.890979 -0.776689 -4.872110 0.0 0.0 0.0
H -0.195853 2.866360 1.622234 -0.1 0.0 0.0
H -0.092051 3.673105 0.053058 0.0 0.1 0.1
C 2.125314 -0.740536 -1.960229 0.1 0.0 -0.1
C 0.624673 -0.703820 -2.039976 -0.5 0.0 0.4
O -0.025818 -1.755112 -1.647814 0.0 -0.2 0.1
H 2.459049 -1.476596 -2.699779 0.0 0.0 0.0
H 2.449735 -1.055646 -0.973659 0.0 -0.1 0.0
H 2.561343 0.229211 -2.187546 0.0 0.0 0.0
```
Positions in Å, forces in eV/Å.

M (g/mol): 722.556
<S²>: 0.791
Spin multiplicity: 2
Gap between HOMO and LUMO (spin up / spin down) (eV): 6.717 / 6.224
Relative energy (zero: lowest compared OMol25 entry of this formula, charge and spin) (eV): 2.8929
Total energy (eV): -177138.0660
Charge: -1

(2)
C16H22MnN3O4 | wB97M-V/def2-TZVPD

XYZ file:
```
46
Properties=species:S:1:pos:R:3:forces:R:3
Mn 30.169701 12.970569 -17.990958 -0.8 -0.5 -1.4
O 29.706216 13.920427 -19.524731 0.4 -0.1 0.6
H 29.924741 14.793261 -19.869838 0.3 0.1 0.5
C 26.058466 8.252038 -17.250113 0.3 0.4 -0.8
C 27.444562 8.412889 -17.847976 -0.6 0.2 -0.3
C 27.453735 8.396046 -19.378044 -0.2 0.2 0.6
O 28.477607 9.377538 -19.683530 0.4 -0.3 -0.6
C 28.647084 10.141538 -18.647021 -0.8 -0.1 0.2
O 29.378520 11.118822 -18.655734 0.8 1.0 0.5
O 27.906515 9.789977 -17.622228 0.5 -0.1 0.5
H 25.978569 8.648514 -16.243446 0.2 -0.5 0.3
H 25.773268 7.208474 -17.369625 -0.2 0.0 0.4
H 25.376862 8.856270 -17.853416 -0.1 -0.1 0.0
H 28.207453 7.741261 -17.455011 -0.1 0.1 0.3
H 26.504586 8.784887 -19.742549 0.1 -0.1 -0.3
H 27.704248 7.440552 -19.820001 0.1 0.0 -0.1
N 30.982383 13.835817 -22.193887 0.6 -0.1 0.3
C 30.734510 14.134538 -23.511090 -0.5 -0.5 0.4
C 31.916995 14.021945 -24.193258 0.3 0.5 0.3
C 32.936570 13.736023 -23.232091 -0.3 -0.3 -0.7
C 32.317273 13.585254 -22.024930 0.3 0.1 0.1
H 30.351912 13.760013 -21.410391 -0.3 -0.1 -0.5
H 29.710529 14.322504 -23.788282 0.1 0.1 -0.3
H 32.106698 14.192971 -25.238522 -0.2 0.0 -0.1
H 33.974116 13.621114 -23.495801 0.1 -0.1 0.3
H 32.735030 13.338020 -21.063053 -0.1 0.0 0.0
N 32.389740 16.914483 -22.167848 -0.3 0.2 -0.5
C 31.543370 17.040310 -21.110671 0.1 0.1 0.2
C 31.548079 18.350481 -20.694174 -0.1 -0.3 -0.2
C 32.383529 19.052779 -21.601224 0.4 0.3 0.2
C 32.880128 18.151076 -22.504552 -0.3 -0.5 0.1
H 32.419030 16.097748 -22.760591 0.1 0.0 0.0
H 30.951819 16.192420 -20.818576 0.1 0.0 0.2
H 30.997326 18.747786 -19.858144 0.0 0.1 0.0
H 32.669213 20.090788 -21.554583 -0.2 0.0 0.0
H 33.472769 18.260115 -23.394891 0.2 0.1 0.1
N 27.587544 15.521949 -20.734530 -0.2 0.2 0.1
C 27.912569 16.856802 -20.804426 0.2 -1.1 -0.1
C 26.945451 17.472759 -21.547581 0.1 0.4 0.3
C 25.980004 16.487630 -21.889110 -0.2 0.0 -0.2
C 26.390775 15.295423 -21.366114 0.6 -0.2 0.0
H 28.218150 14.835117 -20.359927 -0.6 -0.2 0.1
H 28.842967 17.108049 -20.323692 -0.1 0.7 -0.2
H 26.938753 18.522371 -21.785713 -0.1 0.0 -0.1
H 25.089485 16.620200 -22.479863 0.0 0.1 0.1
H 25.983248 14.299848 -21.397679 -0.1 0.0 -0.1
```
Positions in Å, forces in eV/Å.

M (g/mol): 375.307
<S²>: 8.755
Spin multiplicity: 6
Gap between HOMO and LUMO (spin up / spin down) (eV): 4.095 / 3.966
Total energy (eV): -60921.7099
Charge: +1